No. 1
Formula: C12H21F6N2O7PS3
Source: the Open Molecules 2025 dataset
Level of theory: ωB97M-V with the def2-TZVPD basis set

Results
Energy, eV: -88194.1624
Orbital gap, eV: 6.22

Geometry (Å):
C -4.245 1.659 -2.521
C -4.676 0.196 -2.836
O -3.613 -0.477 -3.500
C -5.004 -0.562 -1.530
O -4.157 -1.731 -1.352
P -2.918 -1.536 -0.425
N -3.346 -1.963 1.128
C -3.668 -1.000 1.841
S -4.286 0.178 2.616
O -1.816 -2.437 -1.009
C -0.674 -2.706 -0.115
C 0.501 -1.771 -0.350
C 1.412 -1.952 0.871
C 1.332 -2.076 -1.614
C 0.497 -2.402 -2.859
C 2.146 -0.797 -1.944
H -3.456 1.934 -3.219
H -3.878 1.769 -1.501
H -5.095 2.321 -2.691
H -5.553 0.252 -3.483
H -3.704 -0.282 -4.438
H -4.970 0.109 -0.671
H -6.023 -0.940 -1.583
H -2.540 -0.190 -0.480
H -0.347 -3.738 -0.231
H -0.966 -2.615 0.935
H 0.177 -0.724 -0.427
H 0.920 -1.652 1.797
H 2.361 -1.449 0.721
H 1.640 -3.021 0.972
H 2.062 -2.865 -1.412
H -0.378 -1.748 -2.875
H 0.118 -3.430 -2.842
H 1.063 -2.287 -3.782
H 2.551 -0.327 -1.048
H 1.455 -0.088 -2.410
H 2.945 -1.018 -2.651
C 5.702 3.311 4.302
F 6.997 3.626 4.278
F 5.549 2.252 5.107
F 5.037 4.333 4.851
S 5.103 2.954 2.601
O 5.873 1.823 2.167
O 5.296 4.176 1.876
N 3.599 2.633 3.006
S 2.595 2.243 1.861
O 2.799 0.950 1.261
O 2.208 3.298 0.968
C 1.124 1.994 2.940
F 0.793 3.105 3.599
F 1.327 1.033 3.849
F 0.057 1.626 2.200



No. 2
Formula: C33H67Ge2N2O2SSbSn
Source: the Open Molecules 2025 dataset
Level of theory: ωB97M-V with the def2-TZVPD basis set

Results
Charge: +4
Energy, eV: -178579.3288
Orbital gap, eV: 5.34

Geometry (Å):
Sn 0.415 -0.003 -0.337
C -2.819 -1.808 4.231
C -1.920 -1.933 3.011
Ge -0.709 -0.314 2.806
C 1.186 -0.618 3.544
C 1.015 -1.128 4.964
C -1.422 1.291 3.734
C -1.393 2.607 3.492
Ge -0.994 3.402 1.652
C -2.369 3.582 0.151
C -2.487 5.014 -0.349
C 0.975 3.762 1.249
C 1.285 5.142 0.674
C -1.620 3.673 4.454
C -1.733 3.452 5.833
C -1.908 4.519 6.693
C -1.974 5.815 6.203
C -1.848 6.061 4.839
C -1.669 4.993 3.991
H -3.498 -2.660 4.251
H -3.424 -0.903 4.210
H -2.248 -1.826 5.156
H -2.523 -2.067 2.114
H -1.257 -2.795 3.105
H 1.756 0.313 3.516
H 1.684 -1.362 2.921
H 0.511 -0.399 5.594
H 1.997 -1.322 5.400
H 0.459 -2.064 4.996
H -1.711 0.971 4.737
H -3.323 3.224 0.540
H -2.043 2.900 -0.639
H -2.885 5.667 0.425
H -3.170 5.053 -1.195
H -1.529 5.410 -0.678
H 1.289 2.966 0.555
H 1.513 3.614 2.188
H 0.719 5.341 -0.235
H 2.346 5.210 0.434
H 1.064 5.926 1.399
H -1.676 2.450 6.229
H -1.981 4.352 7.756
H -2.117 6.644 6.878
H -1.880 7.073 4.470
H -1.564 5.166 2.901
C 5.162 2.039 0.230
C 5.166 0.532 0.036
S 3.888 -0.252 1.068
O 2.561 -0.044 0.244
C 4.275 -2.026 0.820
C 4.612 -2.458 -0.593
H 5.929 2.481 -0.402
H 5.387 2.305 1.260
H 4.199 2.464 -0.049
H 6.117 0.110 0.360
H 4.961 0.259 -0.997
H 3.400 -2.561 1.198
H 5.113 -2.212 1.495
H 3.853 -2.130 -1.302
H 4.648 -3.546 -0.627
H 5.587 -2.098 -0.910
C -1.891 -1.253 -4.278
C -1.665 0.241 -4.396
C -2.664 1.014 -3.556
C -1.704 0.686 -5.839
Sb 0.424 0.617 -3.460
C 1.132 2.803 -3.783
C 1.316 3.067 -5.258
C 2.429 2.965 -3.013
C 0.035 3.663 -3.189
C 1.924 -0.923 -4.292
C 1.610 -2.219 -3.572
C 3.305 -0.414 -3.944
C 1.745 -1.048 -5.786
H -2.927 -1.482 -4.526
H -1.692 -1.622 -3.265
H -1.274 -1.808 -4.981
H -3.672 0.729 -3.855
H -2.579 2.085 -3.718
H -2.547 0.807 -2.490
H -2.638 0.342 -6.286
H -0.898 0.265 -6.434
H -1.689 1.769 -5.936
H 2.052 2.403 -5.704
H 1.679 4.086 -5.393
H 0.382 2.979 -5.806
H 3.235 2.396 -3.465
H 2.312 2.664 -1.962
H 2.733 4.013 -3.039
H -0.892 3.570 -3.749
H 0.334 4.711 -3.243
H -0.140 3.407 -2.137
H 1.611 -2.076 -2.478
H 2.368 -2.961 -3.821
H 0.649 -2.628 -3.878
H 3.397 -0.224 -2.872
H 3.542 0.491 -4.499
H 4.044 -1.162 -4.229
H 0.780 -1.477 -6.050
H 2.516 -1.715 -6.177
H 1.860 -0.090 -6.290
N -4.101 0.148 1.257
C -3.301 -0.147 0.231
N -3.823 -0.827 -0.788
O -2.086 0.213 0.244
H -5.056 -0.175 1.295
H -3.736 0.639 2.057
H -4.798 -1.084 -0.806
H -3.273 -1.084 -1.589



No. 3
Formula: ClH3O3SSi
Source: the Open Molecules 2025 dataset
Level of theory: ωB97M-V with the def2-TZVPD basis set

Results
Energy relative to the best compared isomer or geometry (same formula, charge and spin), kJ/mol: 468.5
Energy, eV: -37423.3679
Orbital gap (alpha / beta), eV: 7.07 / 7.07

Geometry (Å):
O 1.481 1.642 -0.806
O 2.060 1.538 1.563
O -0.309 -0.140 0.683
Si -1.522 -0.547 -0.217
S 1.562 0.886 0.400
Cl 2.748 -0.908 0.133
H -2.825 0.175 -0.018
H -1.242 -0.573 -1.643
H -1.952 -2.073 -0.096